(1)
Molecular formula: H31O15
Method: DFT, wB97M-V/def2-TZVPD

Last column: Mulliken charge in e.
CARTESIAN COORDINATES (ANGSTROEM)
O (-1.4571, 0.6119, 2.2473)  -0.74
H (2.0190, -2.8259, -2.5842)  0.32
H (-0.7657, 1.2657, 1.9056)  0.33
O (-4.0650, 1.1835, 1.8568)  -0.62
H (0.0324, -1.7017, -1.9378)  0.54
H (-4.6968, 1.3847, 1.1108)  0.26
O (-1.0977, 2.6958, -2.5442)  -0.54
H (0.2971, -0.8677, 4.8638)  0.27
H (2.0759, 2.7061, -1.0857)  0.35
O (3.9673, 1.2225, 1.0891)  -0.59
H (-3.2847, 2.0763, -0.8446)  0.31
H (1.5849, 2.6045, 2.9966)  0.31
O (1.8889, -1.9616, -2.0872)  -0.67
H (3.8026, 0.7090, 0.3488)  0.30
H (-0.7327, -3.0890, -1.4708)  0.49
O (2.8695, -0.7907, 1.3664)  -0.58
H (-1.8568, 3.1135, -2.3308)  0.23
H (-0.3366, 3.2546, -2.7322)  0.27
O (0.5658, -0.6847, 4.0562)  -0.54
H (2.1073, -0.6191, 2.0845)  0.29
H (-0.4606, 0.4703, -2.8043)  0.30
O (1.6246, 0.0762, -3.3921)  -0.70
H (-3.1217, 1.1752, 1.6863)  0.45
H (-1.5916, 1.0779, -1.8191)  0.52
O (-3.2949, 1.0548, -1.0339)  -0.61
H (2.2435, -1.2910, -2.7989)  0.32
H (-0.2617, -3.9779, 0.3247)  0.26
O (0.6900, 2.5648, 3.3124)  -0.56
H (1.7824, 0.9737, -2.9175)  0.39
O (-0.8415, -2.3312, -2.1362)  -0.46
H (-1.5332, -1.6530, -1.6780)  0.48
H (0.4233, 2.7391, 4.1246)  0.25
O (-1.0704, 0.1473, -2.0680)  -0.75
H (-3.8404, 0.5679, -0.3575)  0.24
H (2.5533, -1.5555, 0.9672)  0.29
O (0.2194, -3.9294, -0.4471)  -0.58
H (-0.2510, -0.6477, 3.5071)  0.32
H (0.5370, -4.8371, -0.4380)  0.31
O (2.1720, 2.6699, -2.1068)  -0.71
H (-1.1273, 0.6699, 3.1256)  0.27
H (-2.1998, -3.3686, 2.2779)  0.31
O (-2.2009, -2.7274, 1.5231)  -0.59
H (-2.8569, -1.9928, 1.6602)  0.30
H (4.7299, 0.9488, 1.5098)  0.28
H (1.5471, 0.2423, -4.3468)  0.33
H (3.2121, 2.6460, -1.9830)  0.34

## Properties
Gap between HOMO and LUMO: 10.193 eV
Total charge: +1

(2)
Molecular formula: C69H56As2IN3O2PRbS5
Method: DFT, wB97M-V/def2-TZVPD

Last column: Mulliken charge in e.
CARTESIAN COORDINATES (ANGSTROEM)
Rb (0.5185, 1.0813, 0.8251)  -1.02
C (2.9348, -0.9767, 2.0265)  -0.60
C (2.5791, -2.0367, 1.0377)  0.42
C (3.4779, -3.0498, 0.6923)  -0.66
C (3.1280, -3.9422, -0.2982)  -1.12
C (1.9152, -3.7798, -0.9547)  -0.94
C (1.0904, -2.7261, -0.5744)  0.34
N (1.3975, -1.9149, 0.4334)  1.52
C (-0.1842, -2.4379, -1.3064)  0.25
C (-0.4287, -2.9914, -2.5614)  -0.76
C (-1.6044, -2.6715, -3.2116)  -1.73
C (-2.5188, -1.8473, -2.5834)  -1.06
C (-2.2132, -1.3665, -1.3134)  -0.26
N (-1.0603, -1.6357, -0.7123)  1.75
C (-3.1795, -0.5013, -0.5643)  0.85
C (-4.5296, -0.4849, -0.8964)  -0.27
C (-5.3625, 0.3919, -0.2229)  -1.54
C (-4.8275, 1.2046, 0.7568)  -0.79
C (-3.4694, 1.0999, 1.0618)  0.12
C (-2.8515, 1.9122, 2.1560)  -0.65
N (-2.6705, 0.2530, 0.4064)  1.72
H (3.7027, -1.2883, 2.7339)  0.62
H (2.0728, -0.6160, 2.5841)  -0.46
H (3.3206, -0.1001, 1.4948)  -0.32
H (4.4302, -3.1185, 1.2009)  0.61
H (3.7957, -4.7510, -0.5706)  0.38
H (1.6208, -4.4700, -1.7339)  0.58
H (0.2984, -3.6268, -3.0420)  0.33
H (-1.8006, -3.0534, -4.2065)  0.40
H (-3.4395, -1.5678, -3.0766)  0.37
H (-4.9267, -1.1519, -1.6490)  0.47
H (-6.4182, 0.4393, -0.4632)  0.37
H (-5.4440, 1.9143, 1.2931)  0.50
H (-3.5394, 2.6739, 2.5238)  0.60
H (-1.9299, 2.3992, 1.8335)  -0.01
H (-2.5847, 1.2695, 2.9971)  -0.16
I (0.1825, 1.7256, 4.5243)  0.54
C (-1.9037, 1.2728, 5.4579)  -1.30
C (-2.4677, 2.4129, 5.9752)  -0.34
C (-3.5805, 2.3988, 6.8440)  -0.89
C (-4.1034, 1.2102, 7.2534)  -0.85
C (-3.5765, -0.0059, 6.7530)  0.84
C (-4.1004, -1.2353, 7.2203)  -0.82
C (-3.6261, -2.4221, 6.7494)  -1.01
C (-2.6593, -2.4160, 5.7274)  -0.22
C (-2.1402, -1.2522, 5.2190)  0.45
P (-1.1307, -1.3878, 3.6602)  1.27
C (0.1285, -2.6177, 4.2205)  1.27
C (1.2620, -2.0934, 4.8446)  -0.61
C (2.2690, -2.9284, 5.3080)  -0.57
C (2.1676, -4.3030, 5.1469)  -0.63
C (1.0434, -4.8376, 4.5311)  -0.89
C (0.0315, -4.0019, 4.0781)  -0.02
C (-2.2850, -2.4201, 2.6574)  0.83
C (-3.6639, -2.1855, 2.6918)  -0.70
C (-4.5212, -2.8201, 1.8062)  -0.77
C (-4.0219, -3.7155, 0.8667)  -0.89
C (-2.6555, -3.9473, 0.8124)  -1.06
C (-1.7979, -3.2933, 1.6869)  -0.80
C (-2.5189, 0.0151, 5.7878)  1.02
H (-2.0097, 3.3701, 5.7404)  0.40
H (-3.9860, 3.3338, 7.2164)  0.38
H (-4.9190, 1.1681, 7.9682)  0.30
H (-4.8860, -1.2090, 7.9691)  0.31
H (-4.0146, -3.3634, 7.1210)  0.39
H (-2.3554, -3.3636, 5.2997)  0.27
H (1.3552, -1.0197, 4.9710)  0.06
H (3.1401, -2.4941, 5.7838)  0.48
H (2.9592, -4.9548, 5.4978)  0.35
H (0.9523, -5.9100, 4.4007)  0.39
H (-0.8337, -4.4372, 3.5943)  0.39
H (-4.0702, -1.4900, 3.4176)  0.41
H (-5.5837, -2.6089, 1.8460)  0.38
H (-4.6905, -4.2151, 0.1750)  0.39
H (-2.2461, -4.6165, 0.0629)  0.34
H (-0.7279, -3.4438, 1.5962)  0.75
S (3.4982, 5.5301, 3.4822)  -0.67
As (3.0858, 3.8464, 2.2687)  0.49
S (2.6258, 2.0331, 3.5230)  -0.51
S (1.3902, 4.1660, 0.9450)  -0.49
S (4.7828, 3.0710, 1.1522)  -0.51
O (1.8221, 0.4459, -1.4031)  1.46
As (3.0671, 0.4987, -2.4733)  0.92
C (2.5330, -0.3099, -4.1416)  0.11
C (2.1356, 0.4508, -5.2320)  -0.22
C (1.6408, -0.1782, -6.3676)  -0.84
C (1.5586, -1.5620, -6.4189)  -0.69
C (1.9569, -2.3235, -5.3277)  -1.19
C (2.4287, -1.6987, -4.1823)  -0.06
C (4.6145, -0.4279, -1.8116)  0.80
C (5.1524, 0.0950, -0.6374)  -0.44
C (6.2622, -0.5156, -0.0717)  -0.21
C (6.8272, -1.6323, -0.6748)  -0.60
C (6.2996, -2.1377, -1.8561)  -0.75
C (5.1905, -1.5318, -2.4333)  -0.34
C (3.6706, 2.2776, -2.8075)  0.49
C (3.4000, 3.1881, -1.7949)  -0.03
C (3.9191, 4.4765, -1.8800)  -0.84
C (4.6728, 4.8425, -2.9813)  -0.42
C (4.9408, 3.9231, -3.9986)  -0.82
C (4.4545, 2.6307, -3.9065)  -0.37
H (2.1933, 1.5315, -5.1925)  0.42
H (1.3184, 0.4192, -7.2120)  0.44
H (1.1795, -2.0493, -7.3094)  0.36
H (1.8862, -3.4045, -5.3660)  0.40
H (2.7198, -2.2809, -3.3159)  0.28
H (4.7427, 0.9931, -0.1669)  -0.86
H (6.6781, -0.0987, 0.8379)  0.50
H (7.6922, -2.1085, -0.2262)  0.35
H (6.7514, -3.0023, -2.3285)  0.42
H (4.7782, -1.9161, -3.3575)  0.49
H (2.8074, 2.9267, -0.9212)  -0.26
H (3.7292, 5.1539, -1.0558)  0.37
H (5.0823, 5.8441, -3.0462)  0.36
H (5.5461, 4.2125, -4.8499)  0.39
H (4.6913, 1.9035, -4.6768)  0.45
O (-1.0909, 2.4766, -0.8327)  -0.34
S (-1.4658, 1.9102, -2.1501)  1.16
C (-3.1138, 2.5423, -2.4969)  0.25
C (-3.5795, 3.6020, -1.7368)  -0.50
C (-4.8724, 4.0605, -1.9442)  -0.89
C (-5.6857, 3.4529, -2.8937)  -0.49
C (-5.2130, 2.3776, -3.6350)  -0.77
C (-3.9224, 1.9112, -3.4286)  -0.10
C (-0.5597, 2.8722, -3.3685)  0.66
C (0.3496, 3.8011, -2.8942)  -0.68
C (1.1175, 4.5048, -3.8180)  -0.70
C (0.9792, 4.2656, -5.1759)  -0.63
C (0.0735, 3.3110, -5.6324)  -0.85
C (-0.6974, 2.6045, -4.7252)  -0.33
H (-2.9258, 4.0348, -0.9867)  0.56
H (-5.2500, 4.8879, -1.3563)  0.44
H (-6.6970, 3.8107, -3.0458)  0.38
H (-5.8548, 1.8921, -4.3601)  0.39
H (-3.5504, 1.0485, -3.9722)  0.29
H (0.4814, 3.9439, -1.8228)  0.30
H (1.8488, 5.2169, -3.4609)  0.65
H (1.5933, 4.8103, -5.8831)  0.36
H (-0.0205, 3.1109, -6.6933)  0.39
H (-1.3850, 1.8386, -5.0682)  0.37

## Properties
Gap between HOMO and LUMO: 3.824 eV
Total charge: -2

Sequential relative energy (zero: lowest compared OMol25 entry of this formula, charge and spin) output: 511.5 0.0 kJ/mol
Sequential electronic energy output: -31206.2384 -274929.7108 eV